# C3H2Cl2OS2

C3H2Cl2OS2 as an isolated structure (the ωB97M-V functional and the def2-TZVPD basis, OMol25).

```
10
Properties=species:S:1:pos:R:3:forces:R:3
C 0.5752 0.6116 0.3829 -3.2 1.9 0.8
C 0.6331 -0.2366 -0.6197 -1.0 -1.8 -1.8
C 3.0234 0.1334 0.3185 -0.6 -0.1 -3.9
O 2.1462 -2.3558 0.0717 -0.5 -1.4 0.4
S 1.9669 0.9811 1.3481 -0.4 0.3 1.0
S 2.1981 -1.2033 -0.8020 -0.5 1.9 0.7
Cl 3.2176 1.2938 -1.3801 0.7 -0.4 1.3
Cl 4.4162 -0.5860 0.8824 1.2 0.3 0.6
H -0.4321 1.2234 0.6607 2.6 -1.6 -0.7
H -0.2442 -0.5553 -1.3248 1.8 0.8 1.6
```
Forces are in eV/Å.

Results
**Relative energy (zero: lowest compared OMol25 entry of this formula, charge and spin)**: 219.6 kJ/mol
**HOMO-LUMO gap**: 9.1 eV
**E_HOMO**: -9.554 eV

=====

# C3H2Cl6O2

A 2-piece molecular cluster, C3H2Cl6O2 overall (the ωB97M-V functional and the def2-TZVPD basis, OMol25).

```
13
Properties=species:S:1:pos:R:3:forces:R:3
C 1.2905 -0.7441 -1.2339 9.0 -6.6 -0.9
C 2.0800 -1.1777 -2.5141 -0.9 1.7 2.3
C -1.5468 1.1160 1.0973 -1.0 1.3 3.5
O 0.3627 -0.0256 -1.3719 -7.4 5.9 -0.4
O 1.8196 -1.1673 -0.0618 -0.5 0.8 2.2
Cl 1.7663 0.1561 -3.6151 -0.3 0.4 -1.2
Cl 3.8400 -1.3047 -2.3487 -0.3 -0.3 0.4
Cl 1.3578 -2.6730 -3.0609 0.0 -1.0 -0.7
Cl -3.0506 0.6289 1.9464 0.1 0.3 -0.3
Cl -1.3104 2.8389 1.0959 -0.2 0.5 -0.2
Cl -0.2425 0.3762 1.9208 1.3 -0.8 0.7
H -1.6189 0.7725 0.1647 -0.2 -1.2 -3.7
H 1.5203 -0.6002 0.7263 0.5 -0.9 -1.8
```
Forces are in eV/Å.

Results
**2S+1**: 3
**HOMO-LUMO gap (spin up / spin down)**: 6.4 / 6.9 eV
**E_HOMO (spin up / spin down)**: -6.054 / -11.099 eV

=====

# C3H2ClF5O

The molecule C3H2ClF5O (the ωB97M-V functional and the def2-TZVPD basis, OMol25).

```
12
Properties=species:S:1:pos:R:3:forces:R:3
F 1.6403 1.8855 -0.4894 0.1 0.2 0.3
C 1.4310 0.7002 -1.0819 1.0 -0.1 -0.3
F 0.7503 0.9502 -2.2035 -0.3 -0.1 -0.3
O 0.7817 -0.1763 -0.2460 -0.2 -0.2 0.2
C -0.5212 0.0547 0.1162 -0.5 0.1 0.1
F -0.6835 1.2839 0.6453 0.1 0.0 0.2
F -1.3457 0.0001 -0.9418 0.0 -0.3 -0.1
C -0.8997 -1.0008 1.1793 0.1 0.3 0.1
F -0.6339 -2.2333 0.6997 0.0 -0.2 -0.2
Cl -2.6211 -0.8646 1.5688 0.3 0.0 0.0
H 2.4013 0.2428 -1.3298 -0.4 0.1 0.1
H -0.2995 -0.8424 2.0831 -0.2 0.1 -0.2
```
Forces are in eV/Å.

Results
**Relative energy (zero: lowest compared OMol25 entry of this formula, charge and spin)**: 10.0 kJ/mol
**HOMO-LUMO gap**: 12.5 eV
**E_HOMO**: -11.750 eV

=====

# C3H2ClFS

The molecule C3H2ClFS (the ωB97M-V functional and the def2-TZVPD basis, OMol25).

```
8
Properties=species:S:1:pos:R:3:forces:R:3
F 0.8189 1.5933 -0.0024 0.0 0.1 0.0
C 0.2160 0.3966 -0.0034 0.3 -0.5 -0.1
C -1.2343 0.4576 -0.0034 -0.3 -0.4 0.1
S -2.2656 -0.7938 -0.0005 0.3 0.3 0.0
C 0.9469 -0.7243 -0.0068 0.2 0.7 0.0
Cl 2.6597 -0.7244 0.0008 -0.2 0.0 0.0
H -1.6162 1.4747 0.0206 0.0 0.1 0.0
H 0.4747 -1.6797 -0.0049 -0.3 -0.4 0.0
```
Forces are in eV/Å.

Results
**Relative energy (zero: lowest compared OMol25 entry of this formula, charge and spin)**: 0.0 kJ/mol
**HOMO-LUMO gap**: 8.0 eV
**E_HOMO**: -9.326 eV

=====

F_max: 4.0; 11.2; 1.0; 0.7 (eV/Å)